# 1
The following is a DFT calculation (wB97M-V/def2-TZVPD) of the ion C4H7N2O with charge +1.

Each line ends with the Löwdin charge.
CARTESIAN COORDINATES (ANGSTROEM)
C -0.775 -1.302 -0.032  -0.469
C 1.589 -0.951 -0.167  -0.094
C -2.034 -0.207 -0.116  -0.060
C -1.228 1.006 0.056  0.250
N 0.321 -0.579 -0.054  0.097
N 2.475 0.006 -0.020  0.199
O -1.020 -2.437 0.152  0.202
H 1.795 -2.065 -0.133  0.196
H -2.365 -0.203 -1.064  0.079
H -2.842 -0.329 0.540  0.117
H -0.970 1.578 -0.818  0.109
H -1.179 1.341 1.055  0.097
H 3.458 -0.248 -0.092  0.146
H 2.203 0.963 0.062  0.131

For the total energy, the calculation gives -341.02016 Ha. For the HOMO-LUMO gap (spin up / spin down), the calculation gives 0.330 / 0.330 Eh. As for the net charge: +1. Its energy above the lowest of the compared OMol25 structures with the same formula, charge and spin is 304.8 kJ/mol.


# 2
The following is a DFT calculation (wB97M-V/def2-TZVPD) of the ion C4H7N2O with charge +1.

Each line ends with the Löwdin charge.
CARTESIAN COORDINATES (ANGSTROEM)
C -1.447 0.004 0.001  0.094
C 1.302 0.091 0.053  -0.114
C -2.070 0.975 0.514  0.074
C -1.006 -1.316 -0.486  -0.174
N 1.201 -1.166 0.398  0.041
N 2.368 0.794 -0.095  0.119
O -0.008 -1.847 0.368  -0.084
H -3.173 0.889 0.777  0.139
H -1.716 1.994 1.015  0.165
H -1.697 -2.242 -0.264  0.210
H -0.847 -1.266 -1.526  0.118
H 1.926 -1.769 0.535  0.136
H 2.359 1.868 -0.222  0.171
H 3.205 0.704 0.420  0.104

For the total energy, the calculation gives -340.86499 Ha. For the HOMO-LUMO gap (spin up / spin down), the calculation gives 0.284 / 0.284 Eh. As for the net charge: +1. Its energy above the lowest of the compared OMol25 structures with the same formula, charge and spin is 712.2 kJ/mol.


# 3
The following is a DFT calculation (wB97M-V/def2-TZVPD) of a structure of composition C4H7N2O2S.

Each line ends with the Löwdin charge.
CARTESIAN COORDINATES (ANGSTROEM)
C -0.691 -1.666 -0.519  0.068
C -0.395 -1.436 0.782  0.005
C -0.981 -0.511 -1.397  -0.436
C 0.035 0.846 0.522  -0.585
N -0.623 0.706 -0.695  0.190
N -0.013 -0.170 1.332  0.106
O -1.343 -0.513 -2.509  0.190
O 0.232 2.103 0.897  0.121
S 2.305 0.475 -0.175  0.792
H -0.966 -2.703 -0.879  0.162
H -0.319 -2.106 1.545  0.108
H -0.920 1.528 -1.092  0.143
H -0.263 -0.071 2.242  0.145
H 1.418 1.458 -0.521  -0.103
H 0.631 2.228 1.789  0.183
H 1.891 -0.169 -1.323  -0.090

For the total energy, the calculation gives -814.48344 Ha. For the HOMO-LUMO gap, the calculation gives 0.356 Eh. As for the net charge: +1. Its energy above the lowest of the compared OMol25 structures with the same formula, charge and spin is 157.8 kJ/mol.


# 4
The following is a DFT calculation (wB97M-V/def2-TZVPD) of a structure of composition C4H7N2O9PPdS.

Each line ends with the Löwdin charge.
CARTESIAN COORDINATES (ANGSTROEM)
N 2.270 -2.113 1.360  0.227
C 2.569 -0.915 1.223  -0.140
C 1.689 0.206 0.653  -0.078
C 0.818 -0.223 -0.510  -0.147
O 1.063 0.747 -1.648  -0.171
S 0.076 1.927 -1.475  0.643
O -0.117 2.473 -2.859  -0.253
O 0.404 2.925 -0.557  -0.071
O -1.163 1.122 -1.032  -0.111
C -0.740 -0.172 -0.391  -0.421
O -1.220 -1.127 -1.256  -0.054
N -2.221 -2.091 -0.622  0.085
O -2.633 -2.780 -1.404  0.243
P -1.347 -0.189 1.386  0.461
O -0.538 -1.192 2.049  -0.170
O -2.900 -0.344 1.483  -0.032
O -1.002 1.270 1.878  -0.053
H 1.330 -2.410 1.079  0.084
H 3.537 -0.577 1.585  0.145
H 1.144 0.647 1.477  0.115
H 2.363 0.972 0.288  0.137
H 1.013 -1.210 -0.896  0.169
H -3.403 -0.076 0.706  0.112
H -1.682 1.911 1.633  0.118
Pd 0.692 1.219 -4.149  1.162

For the total energy, the calculation gives -1809.80424 Ha. For the HOMO-LUMO gap, the calculation gives 0.092 Eh. As for the net charge: +2.


# 5
The following is a DFT calculation (wB97M-V/def2-TZVPD) of a cluster of 2 separate species, C4H7N2OS in total.

Each line ends with the Löwdin charge.
CARTESIAN COORDINATES (ANGSTROEM)
C -0.856 0.382 -0.447  -0.368
C 2.326 -1.293 1.338  -0.071
C -0.871 2.237 1.018  -0.350
C -0.427 -0.201 -1.760  0.035
N -0.511 1.694 -0.165  -0.005
N -1.550 -0.079 0.578  -0.134
O 1.334 -0.868 0.787  -0.028
S -1.722 1.108 1.905  1.089
H 2.719 -2.266 1.235  0.069
H 3.033 -0.748 2.025  0.107
H -0.553 0.555 -2.537  0.104
H -1.212 -1.009 -1.942  0.121
H 0.494 -0.856 -1.579  0.126
H -0.031 2.215 -0.894  0.161
H -2.173 -0.871 0.438  0.145

For the total energy, the calculation gives -739.21593 Ha. For the HOMO-LUMO gap, the calculation gives 0.354 Eh. As for the net charge: +1. Its energy above the lowest of the compared OMol25 structures with the same formula, charge and spin is 231.2 kJ/mol.


# 6
The following is a DFT calculation (wB97M-V/def2-TZVPD) of a cluster of 2 separate species, C4H7N3 in total.

Each line ends with the Löwdin charge.
CARTESIAN COORDINATES (ANGSTROEM)
C -0.858 1.702 -0.713  -0.022
C -0.899 0.550 -0.104  -0.171
C -1.372 -0.580 0.391  -0.223
N -0.914 -1.847 0.083  0.041
H -1.496 1.930 -1.555  0.053
H -0.137 2.466 -0.446  0.046
H -2.140 -0.543 1.157  0.116
H -0.031 -1.854 -0.421  0.049
H -0.931 -2.507 0.850  0.084
N 1.851 -0.771 -0.674  0.137
C 1.696 0.107 0.167  -0.424
N 1.948 0.696 1.198  0.172
H 2.001 -0.586 -1.651  0.077
H 1.284 1.238 1.719  0.067

For the total energy, the calculation gives -320.78665 Ha. Its structure (SMILES) is C=C=CN.N=C=N. For the HOMO-LUMO gap, the calculation gives 0.333 Eh. Its energy above the lowest of the compared OMol25 structures with the same formula, charge and spin is 253.8 kJ/mol.


# 7
The following is a DFT calculation (wB97M-V/def2-TZVPD) of an isolated molecule of C4H7N3.

Each line ends with the Löwdin charge.
CARTESIAN COORDINATES (ANGSTROEM)
C -0.744 -0.189 1.854  -0.106
C 0.224 0.660 1.079  -0.224
C 1.100 0.884 -1.049  -0.090
C 0.973 -0.056 -2.048  -0.153
N -0.247 -0.656 -1.945  0.001
N -0.928 -0.236 -0.912  0.074
N -0.085 0.665 -0.379  -0.178
H -0.408 -0.283 2.890  0.076
H -1.740 0.249 1.814  0.073
H -0.781 -1.191 1.417  0.068
H 0.313 1.697 1.408  0.115
H 1.231 0.228 1.144  0.103
H 1.742 -0.436 -2.696  0.083
H -0.650 -1.335 -2.576  0.156

For the total energy, the calculation gives -320.75265 Ha. For the HOMO-LUMO gap, the calculation gives 0.332 Eh. Its energy above the lowest of the compared OMol25 structures with the same formula, charge and spin is 343.0 kJ/mol.


# 8
The following is a DFT calculation (wB97M-V/def2-TZVPD) of a cluster of 2 separate species, C4H7N3 in total.

Each line ends with the Löwdin charge.
CARTESIAN COORDINATES (ANGSTROEM)
H -0.340 -2.478 0.215  0.064
N -0.105 -1.493 0.263  0.132
C -1.043 -0.776 -0.229  -0.503
N -0.930 0.569 -0.397  0.110
C -2.273 -1.394 -0.731  -0.144
N -3.170 -1.986 -1.161  0.157
H 0.052 0.903 -0.498  0.060
H -1.751 1.103 -0.634  0.108
C 1.995 0.792 0.010  -0.099
C 1.236 1.075 1.068  -0.104
H 2.109 -0.244 -0.304  0.052
H 2.504 1.562 -0.562  0.056
H 1.011 2.093 1.378  0.066
H 0.705 0.275 1.582  0.046

For the total energy, the calculation gives -320.81670 Ha. Its structure (SMILES) is [H]/N=C(/N)C#N.C=C. For the HOMO-LUMO gap, the calculation gives 0.383 Eh. Its energy above the lowest of the compared OMol25 structures with the same formula, charge and spin is 174.8 kJ/mol.